16
Properties=species:S:1:pos:R:3:forces:R:3 method="wB97M-V/def2-TZVPD" total_energy_ha=-836.1298 fmax_ev_per_a=3.6 de_lowest_kj_mol=0.0 charge=-2 smiles="C[C@](O)(CO)P(=O)([O-])[O-]"
C -0.461 1.097 0.889 1.77 -2.23 -1.79
H 1.354 -1.023 1.552 0.09 -0.22 0.52
C 0.439 -0.317 0.146 -1.47 2.83 1.62
H 0.189 -1.669 -1.465 0.06 -0.06 -0.13
O 0.486 -1.282 1.169 -0.03 -0.49 0.14
O 2.885 -0.802 -0.987 -0.11 0.09 -0.12
O 2.115 1.650 -0.731 -0.24 -0.09 0.16
C -0.330 -0.804 -1.052 0.11 -0.10 0.20
P 2.232 0.245 -0.103 0.22 0.00 -0.43
O -0.281 2.221 0.086 0.15 0.23 -0.11
H -0.363 -0.020 -1.804 -0.04 0.11 -0.10
H -1.528 0.843 0.958 0.00 -0.16 0.00
O 2.726 0.238 1.350 -0.31 -0.15 0.03
H -1.354 -1.100 -0.783 -0.01 0.04 0.03
H -0.018 1.213 1.884 0.02 -0.15 0.07
H 0.688 2.100 -0.248 -0.22 0.35 -0.09